Entry 1:
Here is an isolated ion of composition C5H12N3O2S and charge +1 from the OMol25 dataset. Energies are from wB97M-V/def2-TZVPD.

Geometry (Å):
1 C 0.6057 -0.4172 -0.6764
2 C -1.1567 -0.3421 0.7820
3 C -1.6782 1.8939 -0.2098
4 C 1.7413 -0.6168 2.7310
5 C 1.6684 -0.3371 -3.1425
6 N -0.3292 0.1776 -1.3107
7 N 0.2522 -0.7550 0.7378
8 N -1.4417 0.4290 -0.4176
9 O -2.1038 -1.4398 0.7842
10 O 1.1049 0.0450 1.5898
11 S 2.0611 -0.8242 -1.4529
12 H -1.2966 0.3340 1.7830
13 H -0.9634 2.4348 -0.7968
14 H -2.6814 2.1982 -0.4399
15 H -1.6741 2.2415 0.8464
16 H 2.4924 -1.2497 2.2259
17 H 1.0058 -1.0459 3.4597
18 H 2.0025 0.2327 3.3077
19 H 2.3945 -0.7871 -3.7693
20 H 1.7728 0.6693 -3.2566
21 H 0.5107 -0.6692 -3.3151
22 H -2.4071 0.0861 -0.6808
23 H -1.8801 -2.2582 1.2206

Computed properties:
Highest occupied orbital energy ... -13.292 eV
Total charge ... +1
E ... -910.23874 hartree
Energy relative to the best compared isomer or geometry (same formula, charge and spin) ... 397.0 kJ/mol



Entry 2:
Here is C2H5ClNO3S as an isolated structure from the OMol25 dataset. Energies are from wB97M-V/def2-TZVPD.

Geometry (Å):
1 C -0.3624 -0.9470 -0.0789
2 C 0.7022 -0.2352 0.6190
3 N 0.1801 3.5807 0.0478
4 O 3.1912 0.3429 0.6649
5 O 2.3184 -0.4370 -1.5329
6 O 2.2331 -1.8902 0.3139
7 S 2.2650 -0.4582 -0.0873
8 Cl 1.0288 2.0650 0.2591
9 H -0.5172 -0.6745 -1.1365
10 H 0.1387 -2.0566 -0.3388
11 H -1.2276 -1.0797 0.4918
12 H 0.5649 -0.1762 1.6769
13 H 0.3964 3.8176 -1.0075

Computed properties:
<S²> ... 2.0162
Highest occupied orbital energy (spin up / spin down) ... -3.117 / -4.955 eV
Total charge ... -1
2S+1 ... 3
E ... -1217.91911 hartree



Entry 3:
Here is one molecule with the formula C8H16N2O4 from the OMol25 dataset. Energies are from wB97M-V/def2-TZVPD.

Geometry (Å):
1 C 1.7444 -0.9241 0.0084
2 C 0.5862 -0.1740 0.6258
3 C 2.8922 0.0407 0.3943
4 C 4.2817 -0.4830 0.0090
5 C 2.9059 1.4986 -0.0820
6 C -1.8666 0.2428 0.2392
7 C -2.6240 -0.9524 0.0380
8 C -2.7274 1.5085 -0.3889
9 H 1.9776 -1.9687 -1.8030
10 H 1.9726 -0.2363 -1.9378
11 H 1.7711 -1.8384 0.4985
12 H 2.8890 -0.0205 1.5466
13 H 4.9680 0.0282 0.9314
14 H 4.4474 -1.6209 0.1269
15 H 4.6344 -0.2351 -1.2119
16 H 2.6323 1.7154 -1.2998
17 H 1.9785 1.8794 0.2929
18 H 3.8823 2.0651 0.2088
19 H -0.1799 -0.5766 -0.8925
20 H -1.8489 0.5894 1.3575
21 H -3.1307 1.0581 -1.4434
22 H -3.5927 1.9335 0.3808
23 H -1.1185 2.3305 -1.2097
24 H -4.5630 -1.5839 0.2560
25 N 1.5307 -1.0841 -1.4641
26 N -0.4705 0.1154 -0.2527
27 O 0.7818 0.1870 1.7609
28 O -2.0908 -1.9872 -0.4558
29 O -1.7727 2.5707 -0.5207
30 O -3.8302 -0.9306 0.6096

Computed properties:
Highest occupied orbital energy ... -9.179 eV
Total charge ... 0
E ... -724.78189 hartree
Energy relative to the best compared isomer or geometry (same formula, charge and spin) ... 430.3 kJ/mol



Entry 4:
Here is C11H21FN3NdSi as an isolated structure from the OMol25 dataset. Energies are from wB97M-V/def2-TZVPD.

Geometry (Å):
1 Nd 0.3678 0.4664 0.6519
2 N -0.5273 -1.8734 0.1311
3 C -0.6746 -2.7202 1.3563
4 C 0.5422 -2.5804 2.2464
5 N 0.6978 -1.1650 2.7002
6 H -1.4238 -1.8321 -0.3542
7 H 0.0756 -2.3663 -0.5292
8 H -0.8101 -3.7677 1.0913
9 H -1.5709 -2.3990 1.8887
10 H 1.4434 -2.8617 1.6988
11 H 0.4525 -3.2595 3.0929
12 H 1.5940 -1.0730 3.1773
13 H 0.0169 -0.9950 3.4412
14 C 3.2788 4.0885 0.6462
15 Si 1.5797 3.5917 1.1530
16 C 0.4983 4.9446 1.7803
17 C 1.7226 2.2510 2.5241
18 N 0.7766 2.5525 -0.0235
19 C 0.3681 2.9240 -1.3170
20 C 0.5221 4.1869 -1.8940
21 C 0.0770 4.4509 -3.1819
22 C -0.5389 3.4671 -3.9444
23 C -0.7114 2.1952 -3.4127
24 C -0.2485 2.0030 -2.1458
25 F -0.4152 0.6839 -1.5695
26 H 3.8190 4.4956 1.5057
27 H 3.2698 4.8619 -0.1255
28 H 3.8426 3.2376 0.2589
29 H 0.9382 5.3883 2.6782
30 H -0.4962 4.5722 2.0345
31 H 0.3766 5.7479 1.0496
32 H 2.2480 2.6409 3.3964
33 H 2.3248 1.3927 2.1898
34 H 0.7351 1.9399 2.8957
35 H 0.9982 4.9710 -1.3153
36 H 0.2132 5.4411 -3.5951
37 H -0.8841 3.6803 -4.9462
38 H -1.1826 1.3961 -3.9697

Computed properties:
<S²> ... 3.7574
Highest occupied orbital energy (spin up / spin down) ... -14.194 / -14.221 eV
Total charge ... +2
2S+1 ... 4
E ... -1546.32087 hartree
Energy relative to the best compared isomer or geometry (same formula, charge and spin) ... 0.0 kJ/mol



Entry 5:
Here is a 12-piece molecular cluster, H24O12 overall from the OMol25 dataset. Energies are from wB97M-V/def2-TZVPD.

Geometry (Å):
1 O 0.6948 0.2605 -0.2322
2 H 0.0197 0.3743 0.4368
3 H 1.0240 -0.6274 -0.0922
4 O -3.9617 3.3134 -0.5193
5 H -4.7643 3.2305 -1.0343
6 H -3.2673 3.0170 -1.1076
7 O 4.1244 -2.3853 -3.0227
8 H 3.3127 -2.8853 -3.1085
9 H 4.6318 -2.8622 -2.3660
10 O 4.4528 2.2064 0.6695
11 H 5.1336 1.8094 1.2128
12 H 3.6778 1.6660 0.8230
13 O -2.3465 1.1776 2.0453
14 H -2.6415 1.9772 1.6096
15 H -3.1454 0.6667 2.1759
16 O -2.5360 -3.8046 0.3290
17 H -2.7363 -3.0454 -0.2183
18 H -3.1724 -4.4678 0.0616
19 O 4.2964 1.5395 -3.1233
20 H 4.4142 0.5898 -3.1021
21 H 4.1291 1.7809 -2.2123
22 O 1.6734 -3.2657 0.8371
23 H 1.1382 -3.7587 0.2152
24 H 2.5719 -3.5359 0.6475
25 O -1.4989 2.0541 -3.0436
26 H -1.0300 2.5044 -3.7462
27 H -0.8137 1.6102 -2.5439
28 O -0.4262 -1.7528 3.8825
29 H 0.0783 -2.3137 3.2934
30 H -0.7629 -1.0553 3.3201
31 O 0.2878 2.6032 5.2161
32 H -0.1634 3.1959 5.8171
33 H -0.4046 2.2627 4.6496
34 O -4.0826 -0.9285 -2.2903
35 H -4.5786 -0.8053 -3.0997
36 H -3.3286 -0.3457 -2.3798

Computed properties:
Highest occupied orbital energy ... -11.021 eV
Total charge ... 0
E ... -917.24193 hartree
Energy relative to the best compared isomer or geometry (same formula, charge and spin) ... 219.0 kJ/mol



Entry 6:
Here is one molecule with the formula C4H9NO2 from the OMol25 dataset. Energies are from wB97M-V/def2-TZVPD.

Geometry (Å):
1 C -1.9684 0.8371 0.8499
2 C -1.7906 -0.5254 0.1811
3 N -0.6053 -0.5923 -0.6563
4 C 0.6455 -0.6203 -0.1143
5 O 0.9308 -0.9242 1.0243
6 O 1.5357 -0.2625 -1.0741
7 C 2.8302 0.1037 -0.6198
8 H -1.8736 1.6424 0.1118
9 H -2.9549 0.9220 1.3181
10 H -1.2047 0.9872 1.6193
11 H -1.7210 -1.3174 0.9311
12 H -2.6468 -0.7553 -0.4614
13 H -0.6413 -0.1107 -1.5421
14 H 3.4775 0.0642 -1.4969
15 H 2.8051 1.1266 -0.2285
16 H 3.1816 -0.5752 0.1578

Computed properties:
Highest occupied orbital energy ... -9.792 eV
Total charge ... 0
E ... -363.06695 hartree
Energy relative to the best compared isomer or geometry (same formula, charge and spin) ... 48.8 kJ/mol